[1]
# C14H7CoF3N3O5S5

C14H7CoF3N3O5S5 as an isolated structure (ωB97M-V/def2-TZVPD, OMol25).

Computed properties:
DFT total energy, eV: -129300.242
Frontier orbital gap, eV: 6.8929
LUMO, eV: 4.217
Energy relative to the best compared isomer or geometry (same formula, charge and spin), kcal/mol: 1.4
Charge: -2

Cartesian coordinates (Å):
H  -5.82  0.42  -0.13
F  -0.51  -5.38  0.63
H  -4.74  -0.97  0.20
O  -1.00  -1.69  0.69
C  -3.78  0.94  0.38
S  2.72  0.12  3.01
F  0.09  -3.93  -0.86
O  -3.85  2.01  -0.22
C  1.08  0.19  2.38
C  3.33  0.11  1.37
H  -5.33  0.01  1.54
S  -0.39  0.30  3.20
S  -1.03  0.48  -1.40
N  1.03  0.18  1.07
C  2.52  0.16  -0.91
H  4.04  0.13  -2.40
O  0.76  -2.95  1.84
C  -0.74  2.68  -3.62
O  -1.60  -3.31  2.44
Co  -0.90  0.34  0.80
C  -0.77  -4.15  0.14
N  -0.81  2.36  -4.73
S  -0.61  2.51  0.44
C  -0.65  3.09  -2.26
C  4.65  0.07  0.94
F  -2.01  -4.20  -0.39
S  -0.63  -2.88  1.46
H  5.91  0.06  -0.79
C  3.83  0.12  -1.34
O  -2.76  0.45  1.01
C  -0.75  2.17  -1.23
C  2.27  0.15  0.46
C  -5.01  0.04  0.50
H  5.47  0.04  1.65
C  -0.40  4.47  -2.01
C  4.89  0.08  -0.43
N  -0.19  5.59  -1.84
H  1.69  0.19  -1.60



[2]
# C14H8Cl3GeMoN2O7S

C14H8Cl3GeMoN2O7S as an isolated structure (ωB97M-V/def2-TZVPD, OMol25).

Computed properties:
DFT total energy, eV: -138718.960
⟨S²⟩: 0.79
Frontier orbital gap (alpha / beta), eV: 6.6802 / 4.6614
LUMO (alpha / beta), eV: -8.719 / -10.736
Energy relative to the best compared isomer or geometry (same formula, charge and spin), kcal/mol: 31.6
Charge: +2
2S+1: 2

Cartesian coordinates (Å):
Cl  3.45  1.39  -3.50
C  0.48  -0.33  4.70
C  -0.74  0.97  1.31
H  2.46  -1.19  5.00
C  -3.39  -1.25  -1.09
Cl  5.54  1.00  -0.76
H  -5.37  -0.71  -1.78
C  0.03  0.36  2.46
H  0.19  -0.42  5.74
C  -0.38  0.25  3.79
H  -1.36  0.63  4.06
C  2.06  -0.63  2.97
C  -2.04  -1.05  -1.18
O  3.40  -0.57  1.07
O  -1.88  1.29  1.39
O  0.05  1.11  0.26
C  3.34  -0.89  2.27
H  -1.34  -1.62  -0.58
O  -1.68  0.99  -5.38
Cl  3.18  -1.56  -1.59
C  -3.88  0.39  -2.86
H  -4.58  0.92  -3.49
Mo  1.68  -0.01  -0.05
S  -1.61  1.58  -4.09
C  1.75  -0.77  4.30
C  -2.52  0.58  -2.96
N  1.21  -0.10  2.08
Ge  3.62  0.67  -1.55
O  -1.82  2.95  -3.81
C  -0.26  0.34  -2.42
O  0.82  -0.02  -1.77
C  -4.31  -0.52  -1.91
O  4.32  -1.39  2.94
N  -0.12  1.17  -3.43
C  -1.60  -0.11  -2.11
H  5.12  -1.49  2.39
H  -3.80  -1.97  -0.39



[3]
# C14H8Cl5MnO5

C14H8Cl5MnO5 as an isolated structure in a non-equilibrium geometry (ωB97M-V/def2-TZVPD, OMol25).

Computed properties:
DFT total energy, eV: -118818.468
⟨S²⟩: 6.06
Frontier orbital gap (alpha / beta), eV: 8.2243 / 8.9420
LUMO (alpha / beta), eV: -1.578 / -0.885
Charge: 0
2S+1: 5

Cartesian coordinates (Å):
H  -1.57  -2.95  -1.92
H  -0.11  -3.21  -0.96
C  -1.60  1.07  -1.87
C  -2.76  -0.40  -0.03
O  -0.67  1.68  -1.15
Cl  3.94  2.11  3.69
Mn  -0.16  1.41  0.59
H  -2.88  -3.06  0.10
O  -0.50  -0.84  0.34
C  -2.99  0.91  0.69
C  4.18  1.25  -0.24
O  -4.08  1.38  0.85
C  1.84  1.40  0.35
C  -1.97  -0.32  -1.39
O  -2.04  1.54  -2.88
C  -1.03  -2.63  -1.03
Cl  0.88  1.92  2.71
H  -2.55  -0.78  -2.19
H  0.18  -0.86  -1.63
H  -1.89  -1.18  1.86
H  -1.39  -3.42  0.98
C  2.26  1.68  1.62
Cl  6.20  1.61  1.53
C  -0.71  -1.14  -1.07
C  2.82  1.19  -0.59
C  3.57  1.76  2.05
O  -1.88  1.44  1.23
C  -1.86  -2.74  0.27
H  -3.74  -0.85  -0.17
Cl  5.40  0.96  -1.41
C  -1.82  -1.30  0.79
C  4.55  1.54  1.08
Cl  2.38  0.81  -2.22



[4]
# C14H8ClNO7Os

C14H8ClNO7Os as an isolated structure in a non-equilibrium geometry (ωB97M-V/def2-TZVPD, OMol25).

Computed properties:
DFT total energy, eV: -45450.816
⟨S²⟩: 6.04
Frontier orbital gap (alpha / beta), eV: 6.0091 / 4.2532
LUMO (alpha / beta), eV: -1.493 / -4.206
Charge: 0
2S+1: 5

Cartesian coordinates (Å):
O  15.48  4.92  7.56
C  10.58  7.51  5.23
H  19.61  5.33  3.51
C  18.17  4.81  7.08
Os  13.54  5.15  7.23
C  17.76  5.00  4.68
Cl  21.71  5.16  5.34
O  12.54  3.74  6.31
C  19.54  5.07  6.86
H  8.91  8.22  3.95
C  11.30  3.91  5.84
C  17.25  4.87  6.01
H  17.83  4.61  8.09
C  8.89  6.08  4.28
H  17.14  4.99  3.82
O  14.98  4.87  5.45
C  20.02  5.21  5.59
C  15.88  4.85  6.31
C  9.51  4.91  4.68
H  20.27  5.19  7.67
H  11.10  8.42  5.55
H  10.76  3.01  5.69
C  19.14  5.19  4.48
C  10.70  5.02  5.40
C  11.20  6.38  5.70
O  7.10  7.05  3.27
O  7.22  4.85  3.30
N  7.62  5.98  3.51
H  9.06  3.93  4.51
O  12.94  4.89  8.83
O  12.28  6.55  6.44
C  9.41  7.41  4.49



[5]
# C14H8CrN5O17

C14H8CrN5O17 as an isolated structure in a non-equilibrium geometry (ωB97M-V/def2-TZVPD, OMol25).

Computed properties:
DFT total energy, eV: -85310.404
⟨S²⟩: 3.80
Frontier orbital gap (alpha / beta), eV: 5.2682 / 5.2911
LUMO (alpha / beta), eV: 2.852 / 2.869
Energy relative to the best compared isomer or geometry (same formula, charge and spin), kcal/mol: 88.8
Charge: -2
2S+1: 4

Cartesian coordinates (Å):
O  4.88  2.72  -1.22
C  -4.51  -0.84  -1.13
O  1.19  2.32  -1.01
O  1.39  0.70  2.83
H  -5.69  0.77  -1.90
H  2.07  -4.19  0.36
C  -3.22  -1.26  -0.66
O  5.79  3.31  0.56
O  3.36  -1.65  -0.87
C  -2.35  -0.32  -0.18
O  1.97  2.43  -2.90
C  -2.72  1.02  -0.36
C  0.13  -4.89  -0.19
H  -1.94  -5.22  -0.82
N  4.81  2.99  -0.02
O  -0.83  4.78  1.31
H  -5.36  -1.44  -1.43
N  2.14  1.29  3.68
O  3.75  2.78  0.56
C  0.60  -2.69  0.66
H  0.57  -5.86  -0.36
O  -0.25  0.19  0.68
C  -1.03  -0.71  0.36
N  0.98  2.34  -2.22
O  2.63  0.14  0.05
C  -3.00  -2.77  -0.53
C  -1.63  -3.18  -0.25
C  -4.84  0.52  -1.29
H  1.34  -2.06  1.12
O  3.71  0.16  -1.83
H  -4.02  2.47  -0.98
O  -0.30  2.71  1.42
O  2.23  1.07  4.84
C  -0.69  -2.20  0.23
N  0.02  3.88  1.33
O  -0.18  2.17  -2.53
O  2.74  2.16  3.05
O  -3.86  -3.62  -0.79
O  1.28  3.95  1.31
C  -3.87  1.40  -0.95
C  -1.19  -4.51  -0.51
N  3.25  -0.46  -0.86
H  -2.07  1.81  0.01
C  1.01  -4.01  0.31
Cr  1.71  1.80  1.11



[6]
# C14H8F5N3PbS7

C14H8F5N3PbS7 as an isolated structure (ωB97M-V/def2-TZVPD, OMol25).

Computed properties:
DFT total energy, eV: -113799.051
Frontier orbital gap, eV: 4.9835
LUMO, eV: -2.893
Charge: 0

Cartesian coordinates (Å):
S  0.47  -0.90  -2.97
F  -0.15  4.24  -1.45
N  1.80  -1.25  -0.30
S  -3.06  -3.30  -2.68
S  -1.34  -4.42  -2.31
C  2.27  -1.45  3.30
H  3.34  -1.53  3.35
H  1.94  0.03  -5.28
S  0.63  1.76  0.08
N  0.29  -1.26  1.98
S  -3.54  -2.37  -1.10
C  2.10  -1.18  -2.54
C  -0.89  2.65  0.14
F  -4.43  4.81  0.34
H  1.72  -1.71  -5.57
S  3.34  -1.28  -3.81
C  -1.10  3.80  -0.62
C  -0.44  -1.24  3.08
C  -3.30  4.12  0.28
S  -0.68  -4.01  -0.58
Pb  -0.57  -0.53  -0.46
C  -2.27  4.53  -0.56
C  1.62  -1.36  2.08
H  1.97  -1.51  5.43
H  3.21  -0.90  -6.10
F  -1.83  1.19  1.75
H  -1.51  -1.15  2.95
C  1.50  -1.44  4.46
F  -2.43  5.62  -1.31
F  -4.11  2.57  1.86
C  0.12  -1.33  4.35
N  2.66  -1.33  -1.38
C  -3.13  2.98  1.05
H  -0.51  -1.32  5.23
H  3.46  -1.52  0.87
C  2.44  -0.93  -5.32
C  2.38  -1.38  0.83
C  -1.94  2.28  0.97



[7]
# C14H9Cl2N7

One molecule with the formula C14H9Cl2N7 in a non-equilibrium geometry (ωB97M-V/def2-TZVPD, OMol25).

Computed properties:
DFT total energy, eV: -50138.982
Frontier orbital gap, eV: 7.9604
LUMO, eV: -0.861
Structure (SMILES): N#C/C(=C\c1ccc(Cl)cc1Cl)c1n[nH]c(Cn2cncn2)n1
Charge: 0

Cartesian coordinates (Å):
H  -0.21  -0.64  0.98
N  1.19  3.63  1.40
H  -0.60  -3.63  -5.27
C  1.58  -1.67  4.43
C  0.25  0.21  1.47
H  -3.02  -0.76  -2.69
C  1.81  0.69  4.86
N  -1.71  -2.20  -4.21
N  -1.28  2.03  -2.34
H  -2.87  0.57  -3.88
N  -1.41  -0.93  -3.94
C  -0.20  -0.65  -4.46
C  0.85  -0.05  2.75
H  2.11  1.49  5.51
H  1.12  1.99  3.33
H  -1.50  2.67  -3.09
Cl  2.65  -0.99  6.79
C  -0.67  -2.63  -4.89
N  0.28  -1.70  -5.07
C  0.74  2.61  1.15
C  1.26  0.96  3.63
H  1.70  -2.69  4.73
C  -1.58  0.72  -2.19
C  1.97  -0.63  5.26
N  -1.10  0.29  -1.05
N  -0.59  2.46  -1.28
C  -2.32  -0.09  -3.19
H  0.28  0.31  -4.38
Cl  0.56  -2.71  2.20
C  0.18  1.37  0.77
C  1.02  -1.38  3.19
C  -0.49  1.38  -0.51